[1]
Entry from the Open Molecules 2025 dataset: a structure of composition C20H30FO15Pt at a distorted geometry (ωB97M-V with the def2-TZVPD basis set).

Molar mass: 724.5 Da
DFT total energy: -57891.7226 eV
E_HOMO (alpha / beta): -12.964 / -12.964 eV
Spin multiplicity: 3
Net charge: +1
Lowest unoccupied orbital energy (alpha / beta): -7.8 / -9.4 eV
Kohn-Sham gap (alpha / beta): 5.119 / 3.556 eV

```
67
Properties=species:S:1:pos:R:3:lowdin_charge:R:1
Pt 1.28 0.35 3.45 1.39
F 0.09 -0.12 1.94 -0.47
O -5.06 4.17 3.68 0.17
O 0.61 2.43 -3.98 0.17
O -5.86 2.07 3.71 0.08
O 3.86 -3.93 -2.36 0.09
O -4.07 -4.37 0.59 0.20
O 3.68 2.96 0.78 0.13
O 2.58 1.19 1.62 -0.01
O -1.97 -4.37 1.42 0.10
O -0.17 0.61 -2.94 0.09
O 2.06 -2.88 -1.65 0.05
O 1.84 -4.94 -2.47 0.18
O -2.56 -2.86 -0.10 0.06
O 1.93 2.18 -0.30 0.10
O -0.64 2.58 -2.08 0.06
O -4.10 2.59 2.42 0.08
C 4.34 -2.62 -2.11 -0.08
C 4.75 3.94 -1.13 -0.01
C -3.26 0.37 1.93 -0.03
C 3.06 -1.33 -0.18 -0.02
C -0.74 0.29 -1.69 -0.09
C 2.73 2.01 0.74 -0.53
C 3.48 3.89 -0.28 -0.28
C -5.52 0.87 3.01 -0.07
C 2.38 3.27 -1.12 -0.05
C -2.98 -3.94 0.65 -0.54
C -0.86 -3.51 1.32 -0.33
C -1.18 -2.71 0.05 -0.14
C -1.22 1.65 -1.16 -0.31
C -4.99 3.03 3.35 -0.57
C -2.73 1.82 -1.18 -0.01
C 2.51 -3.99 -2.22 -0.57
C 3.08 -1.87 -1.61 -0.28
C -0.03 1.91 -3.12 -0.56
C -4.47 1.27 1.98 -0.32
C 0.48 -4.23 1.20 0.00
H 5.10 2.92 -1.33 0.10
H 2.08 -0.90 0.01 0.06
H -0.94 -2.88 2.22 0.14
H -0.79 1.71 -0.16 0.13
H -3.11 1.82 -2.21 0.11
H 4.72 -2.12 -3.00 0.13
H 0.04 -0.16 -1.08 0.10
H 3.86 -0.62 -0.01 0.09
H 5.62 4.34 -0.61 0.09
H 2.75 -1.12 -2.33 0.15
H -2.54 0.75 1.22 0.04
H -1.60 -0.36 -1.84 0.14
H 0.66 -4.84 2.08 0.09
H -5.03 0.23 3.75 0.13
H -2.81 0.25 2.91 0.09
H 1.51 3.93 -1.17 0.15
H 0.46 -4.87 0.32 0.10
H -0.79 -1.69 0.15 0.09
H -3.49 -0.65 1.62 0.10
H 2.70 2.95 -2.11 0.14
H 3.27 4.92 -0.01 0.16
H -3.23 1.00 -0.67 0.07
H 3.15 -2.15 0.54 0.09
H -4.89 1.33 0.97 0.15
H 1.31 -3.52 1.12 0.06
H -3.01 2.83 -0.88 0.10
H -6.38 0.38 2.56 0.14
H 4.54 4.44 -2.07 0.10
H -0.59 -3.10 -0.78 0.13
H 5.12 -2.58 -1.35 0.13
```

=====

[2]
Entry from the Open Molecules 2025 dataset: the ion C20H30N2O with charge +2 at a distorted geometry (ωB97M-V with the def2-TZVPD basis set).

Molar mass: 314.5 Da
DFT total energy: -26219.6002 eV
E_HOMO: -14.046 eV
Spin multiplicity: 1
Net charge: +2
Lowest unoccupied orbital energy: -7.8 eV
Kohn-Sham gap: 6.234 eV

```
53
Properties=species:S:1:pos:R:3:lowdin_charge:R:1
O -2.26 0.14 -3.72 -0.25
N 5.37 -0.78 0.26 -0.10
N -2.23 2.19 1.16 -0.07
C 6.69 -1.54 0.10 -0.19
C 2.61 -0.78 -0.15 0.08
C -1.62 1.13 2.10 0.07
C 2.44 0.69 0.60 -0.10
C -3.66 -1.24 0.70 -0.20
C -1.37 2.85 0.06 0.09
C -2.43 -1.47 -0.39 -0.22
C 0.92 1.27 0.74 -0.09
C 3.81 1.39 1.17 0.07
C -3.69 2.51 1.41 -0.16
C -0.06 0.63 1.94 0.07
C -4.64 1.18 1.62 -0.18
C 0.23 2.43 -0.20 0.06
C 6.78 -2.88 1.10 -0.09
C -4.57 0.09 0.39 -0.20
C -1.86 -1.13 -3.08 -0.22
C -1.56 1.29 -3.04 -0.11
C 4.13 -1.46 -0.29 0.07
C 5.26 0.58 0.95 0.09
C -2.99 -1.56 -1.96 -0.16
H -1.35 0.90 -1.94 0.05
H -3.16 -1.18 1.78 0.09
H -0.54 1.57 -3.60 0.11
H -4.19 3.20 0.60 0.15
H 6.24 1.09 1.38 0.16
H -1.58 -0.66 -0.30 0.06
H 6.09 -3.70 0.61 0.09
H -1.93 3.66 -0.60 0.16
H -5.69 -0.29 0.21 0.13
H -1.94 -2.54 -0.19 0.12
H -1.81 -1.94 -3.94 0.14
H -4.26 0.63 -0.63 0.12
H 7.64 -0.84 0.32 0.15
H 4.18 -2.51 -0.83 0.16
H 7.88 -3.28 1.23 0.11
H 0.41 -0.17 2.65 0.12
H -3.99 -0.98 -2.12 0.12
H -2.32 2.19 -3.02 0.11
H -3.24 -2.71 -2.14 0.13
H 6.37 -2.64 2.18 0.09
H 1.67 -1.37 -0.59 0.13
H -2.26 0.63 2.96 0.15
H 6.84 -1.97 -1.00 0.15
H 3.77 2.44 1.72 0.13
H -5.77 1.56 1.68 0.14
H -3.73 3.12 2.43 0.16
H 0.85 2.96 -1.06 0.14
H -0.76 -1.10 -2.62 0.12
H -4.28 -2.26 0.69 0.13
H -4.42 0.65 2.65 0.11
```

=====

[3]
Entry from the Open Molecules 2025 dataset: the molecule C20H30N2O2S (ωB97M-V with the def2-TZVPD basis set).

Molar mass: 362.5 Da
DFT total energy: -39138.0019 eV
E_HOMO: -7.831 eV
Spin multiplicity: 1
Lowest unoccupied orbital energy: 0.3 eV
Kohn-Sham gap: 8.120 eV

```
55
Properties=species:S:1:pos:R:3:lowdin_charge:R:1
S 2.36 -0.62 -1.36 0.67
O -2.90 -3.22 1.22 0.10
O 3.86 4.04 1.56 -0.13
N 2.30 -0.53 1.25 -0.01
N 0.58 -1.72 0.24 -0.12
C -2.25 -1.12 0.27 -0.24
C -1.40 -1.04 -1.01 -0.11
C -5.11 -4.37 -2.12 -0.03
C 3.46 0.33 1.25 -0.25
C 4.90 4.99 1.73 -0.46
C -4.26 -4.04 -1.09 0.00
C 4.24 6.24 2.32 -0.05
C -0.23 -2.01 -0.93 -0.19
C 3.07 1.81 1.36 -0.16
C 5.61 5.32 0.42 -0.05
C -0.18 -1.92 1.45 -0.14
C -1.36 -0.95 1.51 -0.11
C -4.57 -1.71 -1.57 -0.03
C -5.44 -2.05 -2.59 -0.03
C -6.62 -3.75 -4.02 -0.05
C -3.03 -2.43 0.32 -0.33
C 1.69 -0.95 0.12 -0.79
C -5.71 -3.38 -2.89 -0.27
C -3.96 -2.70 -0.80 -0.16
C 4.29 2.72 1.33 -0.23
H -0.59 -3.04 -0.85 0.13
H -6.04 -3.93 -4.92 0.09
H 4.10 0.05 2.09 0.12
H -2.99 -0.31 0.26 0.14
H 0.40 -1.92 -1.82 0.05
H -4.40 -0.66 -1.36 0.11
H -3.79 -4.80 -0.48 0.12
H 0.44 -1.82 2.34 0.12
H 3.52 6.63 1.62 0.08
H 3.99 0.16 0.32 0.06
H 1.79 -0.56 2.12 0.12
H -5.32 -5.41 -2.32 0.11
H -1.00 -0.03 -1.11 0.13
H 5.63 4.59 2.45 0.14
H -2.00 -1.26 -1.89 0.11
H -7.18 -4.65 -3.79 0.08
H -1.95 -1.15 2.41 0.12
H 6.15 4.45 0.03 0.07
H -5.91 -1.27 -3.17 0.11
H -0.56 -2.95 1.44 0.12
H 4.89 5.64 -0.32 0.09
H 4.79 2.62 0.36 0.13
H 3.73 5.98 3.24 0.08
H -1.00 0.07 1.55 0.12
H 6.33 6.12 0.59 0.08
H -7.32 -2.94 -4.23 0.08
H 2.52 1.99 2.30 0.12
H 5.00 2.41 2.12 0.13
H 4.99 6.99 2.53 0.08
H 2.41 2.07 0.53 0.11
```

=====

[4]
Entry from the Open Molecules 2025 dataset: the molecule C20H30N2O5S (ωB97M-V with the def2-TZVPD basis set).

Molar mass: 410.5 Da
DFT total energy: -45280.7002 eV
E_HOMO: -9.264 eV
Spin multiplicity: 1
Lowest unoccupied orbital energy: 0.6 eV
Kohn-Sham gap: 9.823 eV

```
58
Properties=species:S:1:pos:R:3:lowdin_charge:R:1
S -4.88 -0.06 0.18 0.66
O -5.34 -0.13 1.54 -0.29
O -5.47 0.90 -0.70 -0.29
O 1.28 -1.52 -1.68 0.06
O -0.32 -1.19 1.11 0.03
O -2.10 -2.27 0.29 0.12
N -3.27 0.30 0.27 -0.19
N 2.55 -0.73 0.03 0.01
C 2.76 -0.55 1.46 -0.37
C -5.08 -1.72 -0.55 -0.26
C 0.67 3.41 0.20 -0.10
C -2.47 -0.17 1.37 -0.21
C -2.54 0.78 -0.88 -0.12
C -1.00 1.79 0.85 -0.16
C 0.28 3.28 -1.12 -0.09
C -0.76 2.43 -1.45 -0.02
C -4.81 -1.68 -2.03 -0.11
C -1.62 -1.34 0.87 -0.41
C -1.68 1.00 1.94 -0.06
C 3.56 -0.20 -0.89 -0.36
C 0.03 2.66 1.18 -0.05
C 3.07 0.90 1.82 -0.03
C 3.86 -1.49 1.97 -0.04
C -1.41 1.69 -0.47 -0.13
C 0.56 -2.13 0.50 -0.04
C 2.99 0.89 -1.79 -0.03
C 1.51 -1.41 -0.48 -0.41
C 4.19 -1.32 -1.72 -0.04
H -4.40 -2.37 -0.01 0.08
H 2.96 1.03 2.89 0.09
H -1.07 2.33 -2.48 0.12
H 3.78 1.32 -2.39 0.08
H 2.53 1.68 -1.19 0.06
H 2.23 0.47 -2.44 0.08
H -2.39 1.66 2.45 0.14
H 3.63 -2.52 1.72 0.08
H 1.10 -2.68 1.28 0.13
H 2.36 1.56 1.32 0.05
H 3.45 -1.76 -2.39 0.07
H -2.13 -0.06 -1.47 0.13
H -0.95 0.65 2.67 0.13
H 3.95 -1.40 3.05 0.08
H -5.19 -2.58 -2.51 0.08
H 4.35 0.23 -0.27 0.12
H -0.03 -2.84 -0.09 0.13
H 5.01 -0.92 -2.31 0.08
H -3.74 -1.62 -2.22 0.07
H 1.47 4.08 0.47 0.11
H -6.11 -1.98 -0.32 0.10
H 0.33 2.75 2.21 0.12
H -3.18 -0.56 2.11 0.16
H 1.82 -0.80 1.96 0.12
H 0.77 3.85 -1.89 0.11
H -3.26 1.32 -1.49 0.13
H -5.29 -0.81 -2.46 0.07
H 4.58 -2.11 -1.08 0.08
H 4.08 1.19 1.54 0.08
H 4.82 -1.24 1.52 0.08
```